(1)
This record from the OMol25 dataset describes C39H39BN11O2Sc as an isolated structure. The level of theory is the ωB97M-V functional and the def2-TZVPD basis.

net charge = +3
spin multiplicity = 2
energy = -3047.3256 hartree
molecular weight = 749.6 g mol⁻¹

Last column: Löwdin spin population.
Element x y z (Å)
Sc 0.20587 1.27135 -0.04780  0.000
C -1.88856 3.28102 2.40786  0.000
C -2.25688 1.86514 2.12326  0.000
C -3.19505 1.07551 2.80078  0.001
C -3.20223 -0.12354 2.12913  0.004
N -2.34952 -0.04610 1.08729  0.001
N -1.72784 1.17268 1.11460  0.000
B -2.03010 -0.98401 -0.09692  0.008
N -2.10261 -0.15943 -1.40311  0.008
C -2.95903 -0.27070 -2.44002  0.003
C -2.81776 0.82607 -3.25388  0.000
C -1.82734 1.60640 -2.64697  0.001
C -1.34087 2.94720 -3.08351  0.000
N -1.39332 0.99764 -1.54087  0.002
N -0.66869 -1.65518 0.10909  0.000
C -0.24892 -2.91269 0.31928  0.000
C 1.11965 -2.91510 0.47189  0.000
C 1.50566 -1.58550 0.35371  0.000
C 2.86012 -0.97191 0.43947  0.000
N 0.42192 -0.82422 0.13631  0.000
N -3.17922 -2.06400 -0.26059  0.183
C -4.57091 -1.87309 -0.04156  0.172
C -5.20362 -2.99056 -0.48564  0.004
C -4.20964 -3.83440 -0.98674  0.241
C -4.24848 -5.15345 -1.60880  0.059
N -2.95450 -3.18395 -0.84287  0.263
H -2.77338 3.83679 2.71363  0.000
H -1.47956 3.78510 1.52996  0.000
H -1.16748 3.35933 3.22381  0.000
H -3.78967 1.34978 3.65443  0.000
H -3.74718 -1.02687 2.35365  0.003
H -3.62150 -1.11303 -2.54334  0.001
H -3.36404 1.04986 -4.15319  0.000
H -2.02469 3.36185 -3.82093  0.000
H -0.35668 2.89969 -3.55214  0.000
H -1.29732 3.65422 -2.25259  0.000
H -0.93855 -3.73539 0.34522  0.000
H 1.75371 -3.76458 0.65197  0.000
H 3.61379 -1.73289 0.62803  0.000
H 2.90483 -0.25254 1.26072  0.000
H 3.11606 -0.47539 -0.49881  0.000
H -4.93921 -0.94319 0.35759  0.005
H -6.26337 -3.18490 -0.46830  -0.003
H -5.23397 -5.60611 -1.55570  0.000
H -3.49723 -5.80686 -1.15703  0.017
H -3.95070 -5.05561 -2.66082  0.025
C 1.49791 2.26148 4.39290  0.000
O 1.73005 3.37919 3.47126  0.000
C 1.48636 2.90312 2.27613  0.000
N 0.95387 1.74050 2.14006  0.000
C 0.71843 1.24597 3.54403  0.000
C 1.07747 -0.20885 3.73027  0.000
C 0.07603 -1.15010 3.49597  0.000
C 0.30653 -2.49791 3.70660  0.000
C 1.55361 -2.92883 4.13990  0.000
C 2.55965 -2.00150 4.36572  0.000
C 2.32113 -0.64587 4.17231  0.000
C 1.90684 3.69888 1.10514  0.000
C 2.59895 4.89747 1.13717  0.000
C 3.05943 5.41163 -0.07093  0.000
C 2.87350 4.69127 -1.24754  0.000
C 2.16695 3.50479 -1.16946  0.000
N 1.65043 3.04554 -0.02778  0.000
C 1.98620 2.51825 -2.25329  0.000
N 1.37991 1.40525 -2.03650  0.000
C 1.39804 0.67123 -3.34852  0.000
C 2.38647 1.50365 -4.17991  0.000
O 2.49495 2.76513 -3.43241  0.000
C 1.70896 -0.79587 -3.18447  0.000
C 0.63328 -1.67338 -3.04726  0.000
C 0.84447 -3.03226 -2.89698  0.000
C 2.13963 -3.53508 -2.87801  0.000
C 3.21495 -2.66993 -3.01464  0.000
C 3.00164 -1.30542 -3.17291  0.000
H 0.94181 2.64538 5.24237  0.000
H 2.48301 1.93078 4.71140  0.000
H -0.34759 1.35751 3.75480  0.000
H -0.90708 -0.81064 3.18997  0.000
H -0.49016 -3.21526 3.55851  0.000
H 1.73470 -3.97938 4.32183  0.000
H 3.52897 -2.32478 4.71982  0.000
H 3.12921 0.04332 4.37764  0.000
H 2.78732 5.39252 2.07956  0.000
H 3.60037 6.34817 -0.08873  0.000
H 3.28008 5.02366 -2.19241  0.000
H 0.40237 0.76190 -3.78982  0.000
H 2.02958 1.74548 -5.17590  0.000
H 3.39416 1.09837 -4.23288  0.000
H -0.37907 -1.28819 -3.09948  0.000
H 0.00131 -3.70620 -2.81859  0.000
H 2.31120 -4.59820 -2.77845  0.000
H 4.22607 -3.05383 -3.02168  0.000
H 3.86614 -0.66343 -3.28439  0.000

***

(2)
This record from the OMol25 dataset describes a 9-piece molecular cluster, C32H87N5O9 overall. The level of theory is the ωB97M-V functional and the def2-TZVPD basis.

net charge = 0
spin multiplicity = 1
energy above the lowest of the compared OMol25 structures with the same formula, charge and spin = 25.5 kcal per mole
energy = -2222.1856 hartree
SMILES = COC[C@H](C)N.COC[C@H](C)N.COC[C@H](C)N.COC[C@H](C)N.COC[C@H](C)N.CC(C)O.CC(C)O.CC(C)O.CC(C)O
molecular weight = 686.1 g mol⁻¹

Last column: Mulliken charge in e.
Element x y z (Å)
C 13.85658 10.61972 15.93522  -0.606
O 15.27897 10.56007 16.02346  -0.503
C 15.95856 10.91156 14.86912  0.981
C 17.37415 10.33925 14.80146  0.330
C 18.06692 10.83936 13.57036  -1.432
N 17.22838 8.89747 14.72740  -0.593
H 13.46052 9.95737 15.16546  0.284
H 13.46872 11.61788 15.73191  0.121
H 13.40000 10.30015 16.87197  0.386
H 15.42829 10.57443 13.97846  -0.881
H 15.92301 12.00095 14.87727  0.127
H 17.96959 10.62689 15.66796  0.452
H 17.45040 10.55481 12.71770  0.148
H 19.04047 10.35755 13.47999  0.445
H 18.26107 11.90437 13.44323  0.280
H 18.18254 8.63313 14.52788  0.250
H 16.98164 8.53687 15.63800  0.223
C 19.86115 13.40497 10.84522  -0.762
O 18.85559 14.42616 10.51906  -0.438
C 17.52582 14.09667 10.98058  0.207
C 16.66894 15.34845 10.76459  0.348
C 17.21763 16.64693 11.37754  -1.624
N 15.33426 15.16223 11.29387  -0.075
H 20.08697 13.39746 11.91155  0.302
H 20.81190 13.58012 10.34175  0.330
H 19.66976 12.40917 10.44541  0.275
H 17.15341 13.20168 10.48219  0.109
H 17.55181 13.79484 12.02764  0.053
H 16.48572 15.54595 9.70840  0.468
H 16.58736 17.53222 11.29311  0.403
H 18.23092 16.93433 11.09691  0.375
H 17.36017 16.41846 12.43375  0.313
H 14.62222 15.65132 10.77054  0.322
H 15.10923 14.18163 11.20508  -0.290
C 15.13910 10.31251 7.81295  -0.807
O 14.75996 11.64159 8.04741  -0.380
C 14.45477 12.33224 6.87639  -1.170
C 13.69652 13.59694 7.31278  2.000
C 12.99810 14.42249 6.25344  -1.770
N 14.65017 14.46740 7.96059  -0.519
H 16.14190 10.34593 7.38706  0.371
H 14.42867 9.73614 7.22035  0.377
H 15.22100 9.86296 8.80255  0.052
H 15.36055 12.56905 6.31820  0.331
H 13.77600 11.74130 6.26144  0.466
H 12.98157 13.34001 8.09440  -0.824
H 12.31196 15.10553 6.75421  0.438
H 12.45939 13.70224 5.63771  0.401
H 13.69985 14.96971 5.62399  0.421
H 14.29178 15.38131 8.19811  0.298
H 14.93486 14.00768 8.81365  -0.014
C 9.69350 11.95837 14.75474  -0.576
O 9.42349 11.26091 13.56176  -0.174
C 9.77715 9.85720 13.56331  -0.599
C 9.05192 9.08855 12.39738  0.594
C 7.53269 9.26982 12.40753  -1.465
N 9.37898 7.65032 12.56985  -0.777
H 10.71783 11.98365 15.12649  0.208
H 9.02237 11.60972 15.53968  0.415
H 9.31626 12.97594 14.65309  -0.052
H 10.86445 9.78058 13.56322  0.111
H 9.35213 9.54097 14.51591  0.499
H 9.49176 9.47820 11.47932  0.237
H 7.36492 10.24817 11.95720  0.267
H 7.14207 9.37918 13.41924  0.329
H 6.93730 8.55636 11.83780  0.416
H 10.34449 7.52945 12.84056  0.266
H 8.86431 7.35089 13.38567  0.301
C 13.90645 6.86180 8.40729  -0.823
O 14.84950 7.36508 9.26084  -0.333
C 14.45096 7.10387 10.60557  -1.160
C 15.46920 7.77381 11.54133  1.747
C 16.83885 7.05616 11.52036  -1.575
N 14.99932 7.94924 12.90406  -0.501
H 14.24099 6.90806 7.37092  0.271
H 13.06854 7.55846 8.38132  0.290
H 13.58819 5.86549 8.71415  0.341
H 13.44778 7.46875 10.82600  0.344
H 14.38293 6.05283 10.88629  0.548
H 15.61411 8.80597 11.22234  -0.569
H 17.33471 7.14512 10.55377  0.392
H 16.80785 6.01661 11.84668  0.414
H 17.57148 7.48105 12.20652  0.340
H 15.62501 8.55002 13.42143  -0.036
H 15.25772 7.08780 13.36368  0.322
C 13.02686 10.58193 11.16467  -0.307
C 13.02939 12.12362 10.97052  1.150
C 12.78069 12.81044 12.26829  -1.252
O 14.26209 12.56438 10.49701  0.508
H 13.69291 10.34674 11.99483  -0.102
H 13.27983 9.93336 10.32595  0.310
H 12.00921 10.22802 11.32972  -0.241
H 12.28393 12.46943 10.25442  -0.594
H 11.81594 12.54744 12.70210  0.069
H 12.62086 13.87692 12.10959  0.376
H 13.57887 12.71409 13.00431  0.562
H 14.48653 12.09355 9.69107  -0.239
C 10.11628 15.79068 15.40189  -1.373
C 9.83999 16.47020 14.02965  0.773
C 11.16143 16.81354 13.45083  -1.399
O 9.16060 15.52401 13.28175  -0.562
H 10.80577 14.94658 15.41631  0.208
H 9.25645 15.35884 15.91405  0.439
H 10.55034 16.58940 16.00334  0.444
H 9.24455 17.35192 14.26652  0.123
H 11.04224 17.18127 12.43168  0.439
H 11.82688 15.95108 13.48845  0.113
H 11.67417 17.59647 14.00960  0.480
H 8.42239 15.17006 13.78311  0.322
C 8.26315 13.80880 10.43578  -1.638
C 9.71932 14.26115 10.18136  1.807
C 9.92415 14.25961 8.64014  -1.281
O 9.89897 15.57471 10.72102  -0.606
H 8.11323 12.84575 9.94775  0.462
H 7.58452 14.61328 10.15229  0.355
H 8.10870 13.48976 11.46653  0.306
H 10.36941 13.54600 10.68539  -0.721
H 10.97033 14.47443 8.42229  0.000
H 9.31033 15.00103 8.12865  0.518
H 9.75533 13.29678 8.15790  0.343
H 9.60282 15.68947 11.62696  0.384
C 14.85401 14.88655 16.14922  -1.323
C 14.82215 15.36974 14.76561  2.167
C 14.91444 16.89204 14.69159  -1.519
O 15.88038 14.85047 14.05163  -0.556
H 15.76099 15.04303 16.73317  0.354
H 14.72693 13.80775 16.23956  0.148
H 13.93079 15.18165 16.64790  0.380
H 13.97670 15.03551 14.16426  -0.950
H 14.07582 17.48076 15.06335  0.357
H 15.09378 17.31602 13.70357  0.317
H 15.76124 17.14735 15.32865  0.368
H 15.71160 15.07410 13.13343  0.071

***

Among the records above, which one has the highest energy? C32H87N5O9

***

The lowest molecular weight belongs to which entry? C32H87N5O9